C16H27N3O8S3 | ωB97M-V with the def2-TZVPD basis set

## Properties
Kohn-Sham gap   8.05 eV
HOMO level   -8.64 eV

Positions of all 57 atoms, in Å:
C 6.42 -0.44 -2.98
C 5.07 -0.92 -3.51
C 5.02 -1.37 -4.97
N 4.09 -0.87 -2.69
C 2.80 -0.75 -3.27
C 2.41 0.32 -4.03
C 3.32 1.51 -4.34
O 2.85 2.65 -3.60
O 2.85 2.24 -2.25
C 1.06 0.42 -4.56
C 0.11 -0.52 -4.36
C 0.46 -1.65 -3.55
N -0.41 -2.62 -3.27
S 0.49 -3.61 -2.34
N 1.94 -2.88 -2.29
C 1.81 -1.75 -3.03
H 6.52 -0.63 -1.91
H 6.41 0.65 -3.12
H 7.26 -0.83 -3.59
H 4.22 -2.08 -5.19
H 4.90 -0.47 -5.60
H 5.99 -1.82 -5.23
H 4.36 1.37 -4.05
H 3.29 1.75 -5.41
H 1.93 2.22 -1.95
H 0.82 1.30 -5.15
H -0.88 -0.40 -4.80
O -1.92 -0.79 1.62
S -0.84 -0.03 2.20
O -0.67 1.36 1.91
O 0.53 -0.79 1.93
C 0.85 -1.14 0.57
C 1.35 0.03 -0.22
C -0.87 -0.24 3.95
H -0.01 -1.60 0.08
H 1.64 -1.90 0.62
H 0.56 0.77 -0.38
H 1.69 -0.32 -1.20
H 2.17 0.54 0.30
H -0.95 -1.30 4.17
H -1.73 0.29 4.34
H 0.05 0.17 4.36
O -3.71 1.06 5.25
S -4.86 0.78 4.44
O -5.33 1.70 3.46
O -6.07 0.37 5.40
C -6.43 1.27 6.46
C -7.23 2.46 5.95
C -4.65 -0.79 3.67
H -5.54 1.60 7.00
H -7.04 0.70 7.16
H -6.62 3.11 5.32
H -7.60 3.05 6.79
H -8.07 2.12 5.35
H -4.34 -1.51 4.43
H -3.88 -0.69 2.91
H -5.59 -1.09 3.22